Entry 1:
The following is a DFT calculation (ωB97M-V/def2-TZVPD) of C36H48ClIN2O3SSb2Se4V as an isolated structure.

- LUMO energy (alpha / beta): 3.409 / 3.404 eV
- Spin multiplicity: 4
- Total charge: -2

Geometry as XYZ:
```
99
C36H48ClIN2O3SSb2Se4V ωB97M-V/def2-TZVPD
V 0.816 -0.798 2.695
Se 1.947 0.116 6.653
Sb 3.900 -1.712 4.226
Se 1.372 -1.471 4.984
Se 3.048 -0.767 1.925
Se 4.401 -4.080 3.931
Cl 1.394 -3.788 -4.379
C 1.869 -3.782 -2.683
C 2.146 -4.968 -2.030
C 2.581 -4.897 -0.719
C 2.743 -3.649 -0.124
N 2.433 -2.514 -0.749
C 1.990 -2.580 -2.005
H 2.026 -5.915 -2.543
H 2.805 -5.795 -0.154
H 3.132 -3.551 0.887
H 1.723 -1.645 -2.488
C 0.114 0.857 -4.038
C 1.123 1.863 -3.463
C 0.903 3.215 -4.152
C 2.533 1.370 -3.819
Sb 0.895 1.685 -1.257
C 2.581 2.876 -0.517
C 3.837 2.026 -0.724
C 2.397 3.034 0.995
C 2.757 4.246 -1.164
C -0.890 2.903 -0.850
C -0.888 3.262 0.639
C -2.065 1.953 -1.101
C -1.094 4.181 -1.669
H 0.240 0.780 -5.131
H -0.920 1.157 -3.843
H 0.257 -0.145 -3.618
H 1.248 3.143 -5.198
H 1.451 4.032 -3.683
H -0.149 3.492 -4.184
H 2.568 1.110 -4.889
H 2.832 0.481 -3.253
H 3.282 2.145 -3.646
H 3.767 1.078 -0.180
H 4.703 2.574 -0.320
H 4.043 1.805 -1.769
H 2.175 2.077 1.475
H 1.613 3.738 1.259
H 3.339 3.400 1.434
H 3.003 4.172 -2.226
H 3.592 4.771 -0.672
H 1.869 4.872 -1.058
H -0.564 2.430 1.270
H -1.908 3.528 0.952
H -0.245 4.115 0.851
H -2.012 1.100 -0.421
H -2.094 1.577 -2.130
H -3.014 2.478 -0.908
H -0.204 4.808 -1.718
H -1.894 4.776 -1.201
H -1.412 3.964 -2.688
I -3.280 2.910 4.328
C -1.239 2.524 4.197
C -0.314 3.453 4.693
C 1.037 3.083 4.575
C 1.404 1.903 3.985
N 0.491 1.033 3.430
C -0.840 1.368 3.589
H -0.624 4.382 5.153
H 1.817 3.720 4.977
H 2.433 1.602 3.904
H -1.568 0.679 3.185
C -0.949 -4.749 3.301
O -0.675 -3.386 3.629
C 0.254 -2.739 2.835
O 0.712 -3.355 1.882
H -1.250 -5.239 4.224
H -0.075 -5.238 2.883
H -1.769 -4.799 2.576
O -0.851 -0.493 1.016
S -1.680 -1.799 1.050
C -3.405 -1.420 0.991
C -4.115 -1.914 2.084
C -5.496 -1.777 2.142
C -6.182 -1.156 1.099
C -5.471 -0.669 0.003
C -4.090 -0.798 -0.065
C -1.475 -2.561 -0.549
C -1.655 -3.931 -0.628
C -1.646 -4.548 -1.876
C -1.475 -3.793 -3.025
C -1.273 -2.421 -2.932
C -1.251 -1.799 -1.688
H -3.574 -2.401 2.890
H -6.035 -2.148 3.004
H -7.258 -1.050 1.141
H -5.999 -0.183 -0.811
H -3.555 -0.436 -0.934
H -1.778 -4.511 0.281
H -1.771 -5.622 -1.944
H -1.472 -4.275 -3.994
H -1.119 -1.834 -3.830
H -1.035 -0.743 -1.585
```



Entry 2:
The following is a DFT calculation (ωB97M-V/def2-TZVPD) of a 9-piece molecular cluster, C36H48FN9O4 overall.

- SMILES: COC[C@H](F)OCON=O.c1cc[nH]c1.c1cc[nH]c1.c1cc[nH]c1.c1cc[nH]c1.c1cc[nH]c1.c1cc[nH]c1.c1cc[nH]c1.c1cc[nH]c1
- LUMO energy: -0.494 eV
- Spin multiplicity: 1
- Total charge: 0

Geometry as XYZ:
```
98
C36H48FN9O4 ωB97M-V/def2-TZVPD
C -3.599 7.406 -3.199
O -4.213 8.126 -2.153
C -4.483 9.468 -2.466
C -5.772 9.634 -3.255
F -5.905 10.986 -3.578
O -6.831 9.232 -2.477
C -8.063 9.168 -3.145
O -8.884 8.281 -2.431
N -9.444 7.280 -3.349
O -10.575 7.445 -3.507
H -2.697 7.917 -3.565
H -3.296 6.440 -2.789
H -4.279 7.222 -4.040
H -4.605 10.010 -1.524
H -3.660 9.932 -3.025
H -5.766 9.087 -4.210
H -7.917 8.805 -4.176
H -8.542 10.151 -3.166
C -0.850 5.179 -6.533
C 0.486 4.868 -6.160
C 0.456 4.438 -4.861
N -0.846 4.478 -4.433
C -1.647 4.930 -5.448
H -1.186 5.545 -7.488
H 1.366 4.950 -6.774
H 1.248 4.103 -4.212
H -1.168 4.217 -3.520
H -2.710 5.032 -5.313
C 3.122 0.767 -6.139
C 3.545 -0.417 -5.474
C 2.693 -0.620 -4.422
N 1.773 0.392 -4.428
C 2.027 1.245 -5.468
H 3.570 1.216 -7.009
H 4.378 -1.046 -5.739
H 2.661 -1.398 -3.680
H 1.022 0.492 -3.770
H 1.406 2.104 -5.651
C 2.558 7.894 -0.854
C 3.618 6.957 -0.997
C 3.117 5.871 -1.663
N 1.796 6.116 -1.925
C 1.447 7.345 -1.437
H 2.606 8.859 -0.378
H 4.632 7.070 -0.652
H 3.585 4.953 -1.972
H 1.180 5.492 -2.410
H 0.446 7.724 -1.547
C 1.332 -1.498 -1.003
C 0.814 -1.225 0.293
C 0.702 -2.423 0.943
N 1.125 -3.406 0.090
C 1.516 -2.852 -1.097
H 1.550 -0.780 -1.774
H 0.562 -0.261 0.703
H 0.359 -2.662 1.935
H 1.164 -4.384 0.308
H 1.891 -3.463 -1.900
C 3.349 -7.690 2.124
C 3.877 -7.953 0.830
C 2.913 -7.622 -0.084
N 1.821 -7.174 0.609
C 2.079 -7.214 1.955
H 3.841 -7.837 3.071
H 4.855 -8.338 0.597
H 2.912 -7.663 -1.160
H 0.956 -6.877 0.196
H 1.341 -6.899 2.673
C 3.471 -9.104 6.063
C 3.109 -10.028 5.043
C 1.744 -10.115 5.037
N 1.268 -9.283 6.016
C 2.314 -8.661 6.644
H 4.468 -8.804 6.340
H 3.775 -10.565 4.389
H 1.075 -10.695 4.425
H 0.303 -9.161 6.251
H 2.148 -7.967 7.450
C 2.901 -1.316 4.947
C 2.335 -1.341 6.252
C 1.438 -2.374 6.291
N 1.442 -2.975 5.061
C 2.327 -2.333 4.235
H 3.643 -0.629 4.575
H 2.561 -0.675 7.068
H 0.803 -2.733 7.082
H 0.878 -3.763 4.807
H 2.479 -2.659 3.220
C -3.013 -6.466 6.334
C -2.833 -5.240 5.644
C -1.688 -5.353 4.901
N -1.166 -6.601 5.118
C -1.972 -7.284 5.989
H -3.816 -6.719 7.005
H -3.472 -4.374 5.685
H -1.212 -4.653 4.235
H -0.324 -6.964 4.707
H -1.746 -8.292 6.289
```